[1]
65
Properties=species:S:1:pos:R:3 method="wB97M-V/def2-TZVPD" e_above_lowest_kcal_mol=38.8 orbital_gap_ev=5.36 charge=-2 homo_ev=-1.05 total_energy_ha=-3323.6847 e_lumo_ev=4.312
Pt -0.46 -0.02 -0.35
S -2.05 1.54 -0.41
C -3.38 0.87 0.53
C -4.65 1.44 0.44
C -5.70 0.98 1.21
C -5.50 -0.09 2.08
C -4.24 -0.67 2.17
C -3.17 -0.22 1.40
S -1.60 -1.01 1.51
H -4.79 2.27 -0.25
H -6.68 1.44 1.12
H -6.31 -0.47 2.68
H -4.07 -1.50 2.84
C 0.50 3.00 -3.53
Si 1.11 1.35 -2.83
C 2.20 1.84 -1.38
C 2.26 0.58 -4.12
N -0.15 0.27 -2.39
C -1.17 -0.10 -3.22
C -1.21 0.26 -4.59
C -2.25 -0.11 -5.43
C -3.31 -0.87 -4.96
C -3.28 -1.28 -3.63
C -2.24 -0.93 -2.79
H 1.36 3.66 -3.71
H -0.16 3.48 -2.80
H -0.06 2.92 -4.46
H 2.44 2.91 -1.45
H 3.13 1.27 -1.37
H 1.70 1.67 -0.43
H 3.14 1.21 -4.29
H 1.77 0.43 -5.08
H 2.59 -0.39 -3.76
H -0.41 0.86 -5.00
H -2.23 0.22 -6.46
H -4.13 -1.15 -5.61
H -4.08 -1.89 -3.23
H -2.23 -1.28 -1.77
O 5.15 -2.12 3.79
C 3.84 -2.28 4.32
N 2.93 -1.27 3.88
C 2.43 -0.31 4.72
O 2.72 -0.25 5.91
C 1.47 0.64 4.08
C 0.64 1.45 4.86
C -0.27 2.27 4.22
C -0.35 2.24 2.83
N 0.47 1.50 2.08
C 1.36 0.75 2.70
H 5.06 -1.94 2.85
H 3.93 -2.20 5.40
H 3.45 -3.26 4.05
H 2.53 -1.36 2.96
H 0.71 1.40 5.94
H -0.94 2.91 4.78
H -1.10 2.80 2.27
H 2.02 0.20 2.03
C 3.42 -3.30 0.67
O 2.78 -3.51 -0.57
C 1.79 -2.67 -1.00
S 1.13 -3.03 -2.47
S 1.40 -1.38 0.07
H 4.16 -4.09 0.75
H 2.71 -3.37 1.50
H 3.90 -2.32 0.71



[2]
14
Properties=species:S:1:pos:R:3 method="wB97M-V/def2-TZVPD" e_above_lowest_kcal_mol=41.4 orbital_gap_ev=10.84 homo_ev=-9.82 total_energy_ha=-270.4919 e_lumo_ev=1.014
C -0.91 -0.99 -0.03
C -1.23 0.49 0.15
C 0.00 1.36 0.02
C 1.22 0.85 -0.10
C 1.58 -0.61 -0.11
O 1.96 -1.21 0.87
H -0.02 -1.28 0.53
H -0.80 -1.26 -1.09
H -1.63 -1.65 0.43
H -1.99 0.81 -0.58
H -1.68 0.66 1.14
H -0.14 2.45 0.05
H 2.10 1.48 -0.18
H 1.54 -1.10 -1.10



[3]
5
Properties=species:S:1:pos:R:3 method="wB97M-V/def2-TZVPD" e_above_lowest_kcal_mol=29.7 orbital_gap_ev=9.02 homo_ev=-10.15 total_energy_ha=-445.8113 e_lumo_ev=-1.124
N 0.36 -1.78 1.08
C 0.17 -0.82 0.51
N 0.37 0.53 -0.49
I -1.51 0.86 -1.27
H 0.61 1.21 0.17



[4]
56
Properties=species:S:1:pos:R:3 method="wB97M-V/def2-TZVPD" e_above_lowest_kcal_mol=10.6 orbital_gap_ev=5.94 charge=+3 homo_ev=-14.95 total_energy_ha=-4696.0375 e_lumo_ev=-9.012
Y -0.39 0.09 0.18
Br -5.78 2.82 -4.84
C -4.76 2.09 -3.48
C -4.23 2.88 -2.43
C -3.62 2.25 -1.39
C -3.45 0.85 -1.41
C -3.83 0.09 -2.49
C -4.50 0.72 -3.53
N -2.75 0.24 -0.33
C -3.49 -0.47 0.41
C -2.95 -1.46 1.36
C -3.82 -2.20 2.18
C -3.30 -3.30 2.89
C -1.96 -3.61 2.69
C -1.14 -2.73 1.99
N -1.62 -1.67 1.30
H -4.36 3.91 -2.47
H -3.36 2.82 -0.49
H -3.65 -1.01 -2.55
H -4.83 0.17 -4.41
H -4.58 -0.47 0.29
H -4.88 -1.96 2.27
H -3.92 -3.87 3.60
H -1.57 -4.49 3.14
H -0.08 -2.86 1.97
N 3.98 -0.87 3.71
C 2.92 -1.64 2.94
P 2.96 -1.00 1.16
O 3.78 0.24 1.28
O 1.50 -1.07 0.72
C 3.86 -2.10 0.02
N 4.90 -1.33 -0.71
H 4.87 -1.39 3.66
H 3.77 -0.78 4.72
H 4.10 0.02 3.22
H 1.96 -1.36 3.31
H 3.01 -2.71 3.04
H 3.15 -2.51 -0.65
H 4.29 -2.93 0.57
H 4.56 -0.95 -1.59
H 5.72 -1.90 -0.86
H 5.18 -0.45 -0.18
C 2.30 3.32 -0.56
C 1.22 2.36 -0.94
O 0.61 1.83 0.17
C 1.73 1.16 -1.85
F 2.83 0.49 -1.40
F 0.71 0.11 -1.84
F 1.91 1.45 -3.10
C 0.09 3.02 -1.81
F -0.72 2.07 -2.41
F -0.69 3.75 -1.04
F 0.61 3.72 -2.79
H 3.05 2.79 0.02
H 1.90 4.05 0.16
H 2.80 3.80 -1.38



[5]
14
Properties=species:S:1:pos:R:3 method="wB97M-V/def2-TZVPD" e_above_lowest_kcal_mol=63.0 orbital_gap_ev=9.64 homo_ev=-8.72 total_energy_ha=-701.7385 e_lumo_ev=0.923
C -2.08 -0.25 0.87
C -2.66 -0.77 -0.23
S -1.50 -0.88 -1.53
C -0.27 -0.14 -0.41
N 1.03 0.18 -0.97
C 2.25 -0.26 0.08
C 1.80 1.17 -0.16
N -0.75 0.09 0.78
H -2.61 -0.16 1.78
H -3.72 -0.74 -0.35
H 2.93 -0.72 -0.63
H 2.14 -0.93 0.90
H 1.15 1.53 0.68
H 2.27 1.88 -0.82



[6]
14
Properties=species:S:1:pos:R:3 method="wB97M-V/def2-TZVPD" e_above_lowest_kcal_mol=71.6 orbital_gap_ev=10.15 homo_ev=-9.07 total_energy_ha=-307.5983 e_lumo_ev=1.080
C 2.19 -0.29 -0.13
O 1.00 -0.47 0.65
C -0.08 -0.34 -0.09
C -0.82 1.02 -0.01
C -1.33 -0.18 0.59
O -2.37 -0.81 -0.16
H 2.43 0.74 -0.52
H 2.17 -0.96 -1.08
H 3.00 -0.48 0.52
H -0.23 -0.93 -1.06
H -1.12 1.42 -0.92
H -0.30 1.67 0.71
H -1.50 -0.26 1.69
H -3.04 -0.12 -0.17